24
Properties=species:S:1:pos:R:3:lowdin_charge:R:1 method="wB97M-V/def2-TZVPD" e_above_lowest_kj_mol=144.54 total_energy_ha=-442.20955 homo_lumo_gap_ev=10.26 max_force_ev_per_a=1.7 spin_multiplicity=1 total_charge=+1 homo_energy_ha=-0.4985
C 0.08 -1.01 1.32 -0.12
C -0.20 0.49 1.24 -0.21
C 0.90 1.34 0.57 -0.16
C 1.14 0.91 -0.89 -0.23
O -0.07 0.41 -1.45 -0.11
N 0.46 -1.28 2.79 0.20
H 0.98 -1.26 0.74 0.13
H -0.80 -1.53 0.88 0.11
H -1.13 0.70 0.72 0.11
H -0.55 0.95 2.18 0.12
H 1.82 1.10 1.10 0.11
H 0.63 2.39 0.69 0.12
H 1.57 1.76 -1.40 0.12
H 1.83 0.08 -1.02 0.12
H -0.40 0.93 -2.22 0.06
H -0.30 -1.57 3.40 0.17
H 0.82 -0.35 3.06 0.16
H 1.25 -1.89 2.98 0.17
H -1.18 1.92 -4.21 0.07
H -2.30 1.24 -3.71 0.07
O -1.60 1.79 -3.34 -0.04
H -0.70 -1.65 -1.15 0.03
H -1.35 -2.94 -1.52 0.06
O -0.91 -2.53 -0.78 -0.07

---

74
Properties=species:S:1:pos:R:3:lowdin_charge:R:1 method="wB97M-V/def2-TZVPD" e_above_lowest_kj_mol=94.19 total_energy_ha=-3293.32876 homo_lumo_gap_ev=5.88 max_force_ev_per_a=1.9 spin_multiplicity=1 total_charge=-1 homo_energy_ha=-0.1471
Rb -1.20 0.44 -0.54 1.07
C -1.29 -2.71 -3.58 -0.05
C -1.82 -1.31 -3.66 -0.29
C -3.10 -1.01 -3.20 -0.05
C -3.58 0.30 -3.21 -0.08
C -2.78 1.33 -3.69 -0.10
C -1.50 1.04 -4.15 -0.10
C -1.02 -0.26 -4.13 -0.07
H -2.08 -3.44 -3.77 0.08
H -0.89 -2.90 -2.58 0.06
H -0.49 -2.88 -4.31 0.07
H -3.71 -1.80 -2.77 0.12
H -4.56 0.50 -2.82 0.11
H -3.14 2.35 -3.68 0.10
H -0.86 1.85 -4.50 0.11
H -0.02 -0.48 -4.48 0.11
C 2.48 0.78 -1.33 -0.09
N 2.79 -0.45 -0.57 -0.27
C 3.78 -0.22 0.48 -0.09
P 1.64 -1.61 -0.45 0.47
O 0.47 -1.32 -1.31 -0.41
O 1.32 -1.82 1.12 -0.27
P 0.71 -0.60 2.02 0.44
O 0.55 0.64 1.24 -0.44
N 1.89 -0.41 3.16 -0.30
C 2.16 0.93 3.67 -0.09
C 2.09 -1.48 4.13 -0.11
N -0.67 -1.24 2.59 -0.28
C -0.94 -2.66 2.79 -0.08
C -1.60 -0.32 3.26 -0.06
N 2.27 -3.12 -0.76 -0.29
C 2.41 -3.46 -2.17 -0.10
C 3.39 -3.58 0.05 -0.12
H 2.11 1.57 -0.66 0.02
H 1.72 0.57 -2.08 0.07
H 3.39 1.12 -1.83 0.09
H 3.50 0.65 1.08 0.08
H 4.76 -0.03 0.03 0.09
H 3.87 -1.08 1.14 0.06
H 1.89 1.68 2.92 0.07
H 3.23 1.03 3.89 0.08
H 1.60 1.14 4.59 0.08
H 1.89 -2.45 3.67 0.07
H 1.43 -1.38 5.00 0.08
H 3.12 -1.48 4.48 0.08
H -0.33 -3.26 2.13 0.08
H -1.99 -2.84 2.54 0.08
H -0.76 -2.96 3.83 0.08
H -1.33 0.71 3.03 0.09
H -1.58 -0.46 4.34 0.09
H -2.61 -0.50 2.89 0.08
H 1.58 -3.05 -2.74 0.06
H 2.41 -4.54 -2.27 0.08
H 3.35 -3.07 -2.59 0.09
H 3.22 -3.37 1.10 0.07
H 4.34 -3.13 -0.25 0.09
H 3.48 -4.66 -0.06 0.08
F -3.72 6.67 -0.41 0.09
C -2.53 6.08 -0.21 -0.16
C -2.25 4.84 -0.76 -0.15
F -3.19 4.22 -1.50 0.09
C -1.02 4.26 -0.55 -0.25
F -0.80 3.05 -1.12 -0.07
C 0.02 4.83 0.19 -0.65
S 1.57 4.09 0.39 0.50
C -0.32 6.09 0.73 -0.26
F 0.58 6.76 1.46 0.05
C -1.54 6.69 0.53 -0.16
F -1.79 7.90 1.07 0.09
F -2.88 -2.13 0.33 0.06
B -4.04 -1.37 0.63 -1.27
F -4.50 -1.70 1.91 0.09
F -5.02 -1.59 -0.35 0.11
F -3.66 0.01 0.62 -0.01

---

71
Properties=species:S:1:pos:R:3:lowdin_charge:R:1 method="wB97M-V/def2-TZVPD" e_above_lowest_kj_mol=0.00 total_energy_ha=-2132.18748 homo_lumo_gap_ev="7.87 / 6.47" max_force_ev_per_a=2.4 spin_multiplicity=3 homo_energy_ha="-0.2688 / -0.2945"
Pd -0.45 -0.41 -0.43 0.90
C 1.66 -3.01 2.76 -0.09
C 0.72 -2.06 2.07 -0.26
N 1.10 -1.68 0.67 -0.25
C 2.46 -1.07 0.64 -0.23
C 2.70 0.04 -0.43 -0.08
C 0.92 -2.89 -0.15 -0.19
C 1.10 -2.55 -1.64 -0.21
N 0.28 -1.42 -1.98 -0.11
C -0.51 -1.50 -3.06 -0.20
C -0.71 -0.36 -3.83 -0.19
F -0.02 0.73 -3.56 0.11
C -1.58 -0.34 -4.90 -0.24
F -1.84 0.79 -5.52 0.13
C -2.36 -1.45 -5.15 0.08
C -2.22 -2.62 -4.39 -0.19
F -3.07 -3.66 -4.58 0.08
C -1.32 -2.63 -3.34 -0.13
F -1.34 -3.72 -2.52 0.08
H 1.26 -3.24 3.78 0.09
H 2.67 -2.59 3.01 0.09
H 1.85 -3.91 2.17 0.07
H 0.63 -1.14 2.63 0.08
H -0.30 -2.48 2.02 0.11
H 3.15 -1.92 0.50 0.12
H 2.60 -0.68 1.64 0.07
H 2.28 -0.21 -1.40 0.04
H 3.80 0.20 -0.46 0.06
H 2.41 1.03 0.01 0.07
H -0.10 -3.22 0.13 0.12
H 1.66 -3.70 0.15 0.13
H 1.06 -3.43 -2.29 0.12
H 2.15 -2.30 -1.76 0.10
H -3.13 -1.35 -5.92 0.14
C 5.20 3.47 0.24 -0.09
C 6.17 2.31 0.62 -0.21
C 5.48 1.36 1.50 -0.22
N 4.94 0.53 2.09 0.17
H 5.62 4.14 -0.51 0.07
H 4.89 4.08 1.10 0.08
H 4.23 3.10 -0.14 0.07
H 7.01 2.65 1.12 0.08
H 6.54 1.87 -0.33 0.12
C -3.86 -1.57 -0.12 -0.20
Si -3.45 0.16 0.36 0.38
C -4.86 0.82 1.50 -0.17
C -3.43 1.24 -1.20 -0.19
C -1.77 0.26 1.25 -0.45
Si -1.07 1.95 1.76 0.38
C -0.76 3.10 0.29 -0.19
C 0.47 1.53 2.70 -0.21
C -2.20 3.06 2.86 -0.17
H -4.88 -1.65 -0.51 0.03
H -3.79 -2.30 0.72 0.04
H -3.26 -2.01 -0.93 0.01
H -5.72 0.25 1.14 0.02
H -4.90 1.89 1.56 0.00
H -4.62 0.41 2.48 0.02
H -4.27 1.01 -1.87 0.03
H -2.54 1.29 -1.83 0.00
H -3.63 2.25 -0.90 0.01
H -1.82 -0.38 2.17 0.01
H -0.71 2.60 -0.66 -0.02
H 0.21 3.64 0.36 0.04
H -1.60 3.79 0.32 0.02
H 1.25 0.96 2.13 0.01
H 0.18 0.91 3.60 0.05
H 0.87 2.43 3.14 0.02
H -3.13 3.14 2.28 0.01
H -1.91 4.06 3.13 0.02
H -2.42 2.42 3.69 0.01

---

65
Properties=species:S:1:pos:R:3:lowdin_charge:R:1 method="wB97M-V/def2-TZVPD" total_energy_ha=-2371.87555 homo_lumo_gap_ev="6.35 / 6.58" max_force_ev_per_a=0.6 spin_multiplicity=2 total_charge=+2 homo_energy_ha="-0.5392 / -0.5349"
Re -0.17 0.21 1.02 1.57
C -2.42 2.39 1.79 -0.02
O -1.68 1.57 0.84 -0.50
Si -1.46 1.83 -0.89 0.38
C -3.08 2.08 -1.71 -0.12
C -0.42 3.34 -1.10 -0.13
C -0.54 0.17 -0.94 -0.56
Si -1.99 -1.19 -1.10 0.43
C -2.55 -1.13 -2.86 -0.14
C -3.35 -0.85 0.15 -0.18
C -1.53 -2.95 -0.68 -0.18
Si 0.85 0.19 -2.28 0.44
C 1.21 -1.52 -2.95 -0.16
C 2.41 0.86 -1.50 -0.17
C 0.26 1.27 -3.70 -0.16
H -3.48 2.22 1.62 0.11
H -2.16 3.43 1.65 0.10
H -2.15 2.06 2.79 0.10
H -3.52 3.00 -1.31 0.07
H -3.80 1.27 -1.59 0.03
H -2.93 2.25 -2.78 0.06
H -0.88 4.17 -0.55 0.06
H -0.41 3.64 -2.15 0.06
H 0.61 3.22 -0.77 0.03
H -2.91 -0.16 -3.18 0.03
H -3.36 -1.85 -2.99 0.06
H -1.74 -1.43 -3.54 0.04
H -3.80 0.14 0.14 0.02
H -3.01 -1.05 1.17 0.04
H -4.15 -1.58 -0.04 0.06
H -0.85 -3.44 -1.37 0.03
H -2.49 -3.49 -0.75 0.06
H -1.18 -3.10 0.34 0.03
H 2.06 -1.98 -2.45 0.04
H 1.47 -1.42 -4.00 0.05
H 0.37 -2.21 -2.91 0.01
H 2.93 0.07 -0.96 0.04
H 2.22 1.67 -0.80 0.01
H 3.09 1.24 -2.26 0.05
H -0.76 1.66 -3.59 0.01
H 0.25 0.69 -4.63 0.05
H 0.92 2.12 -3.85 0.05
S 2.67 -1.64 3.76 1.26
C 2.46 -2.87 2.55 -0.42
C 3.01 -4.14 2.54 -0.04
C 2.80 -4.91 1.42 -0.03
C 2.08 -4.42 0.33 -0.02
C 1.53 -3.15 0.35 -0.03
C 1.70 -2.38 1.49 -0.27
N 1.25 -1.06 1.69 -0.10
C 1.77 -0.55 2.84 -0.52
C 1.57 0.85 3.12 -0.24
C 2.10 1.52 4.22 0.00
C 1.96 2.90 4.28 -0.01
C 1.32 3.60 3.26 -0.01
C 0.77 2.93 2.18 -0.07
C 0.87 1.53 2.10 -0.23
H 3.59 -4.51 3.38 0.13
H 3.21 -5.91 1.38 0.13
H 1.97 -5.03 -0.55 0.13
H 1.01 -2.75 -0.51 0.07
H 2.63 0.99 5.00 0.12
H 2.37 3.44 5.12 0.13
H 1.25 4.67 3.32 0.13
H 0.26 3.49 1.40 0.08